The molecule C4H7NO2S. Source: the OMol25 dataset; level of theory: ωB97M-V/def2-TZVPD.

SMILES string ... C/C=N/OC(=S)OC
HOMO-LUMO gap ... 9.36 eV
Multiplicity ... 1
HOMO energy ... -8.721 eV

Last column: Löwdin charge in e.
Positions of all 15 atoms, in Å:
C 2.554 -0.736 -0.355  -0.07
C 1.223 -1.065 0.233  -0.17
N 0.190 -0.484 -0.216  0.07
O -0.991 -0.940 0.448  -0.14
C -2.193 -0.453 -0.058  -0.90
S -3.459 -1.465 -0.153  0.74
O -2.203 0.845 -0.439  -0.12
C -1.361 1.840 0.199  -0.05
H 2.429 -0.075 -1.227  0.09
H 2.960 -1.679 -0.709  0.07
H 3.240 -0.291 0.374  0.08
H 1.162 -1.883 0.936  0.13
H -0.447 2.001 -0.371  0.08
H -1.166 1.622 1.240  0.09
H -1.937 2.764 0.097  0.09

A structure of composition C37H41F3N4O4PSSe2Tc. Source: the OMol25 dataset; level of theory: ωB97M-V/def2-TZVPD.

HOMO-LUMO gap (spin up / spin down) ... 5.86 / 5.89 eV
Total charge ... +1
Multiplicity ... 4
HOMO energy (spin up / spin down) ... -9.240 / -9.280 eV

Last column: Löwdin spin population.
Positions of all 94 atoms, in Å:
Tc 0.294 -0.443 -0.524  2.66
Se -2.041 0.264 0.296  0.10
P -2.358 -0.708 2.271  0.03
Se -1.737 -2.718 2.452  0.01
C -4.139 -0.521 2.592  0.01
C -4.673 -1.253 3.651  0.00
C -6.007 -1.110 3.992  0.00
C -6.820 -0.241 3.275  0.00
C -6.294 0.484 2.218  0.00
C -4.955 0.348 1.876  0.00
C -1.591 0.372 3.523  0.00
C -2.249 1.518 3.959  0.00
C -1.705 2.287 4.976  0.00
C -0.494 1.927 5.548  0.00
C 0.179 0.801 5.096  0.00
C -0.371 0.019 4.091  0.00
H -4.041 -1.943 4.196  0.00
H -6.415 -1.682 4.815  0.00
H -7.864 -0.135 3.539  0.00
H -6.926 1.157 1.652  0.00
H -4.553 0.916 1.047  0.00
H -3.202 1.798 3.527  0.00
H -2.233 3.165 5.326  0.00
H -0.076 2.522 6.351  0.00
H 1.123 0.517 5.542  0.00
H 0.125 -0.884 3.759  0.00
C 0.779 -1.884 -4.282  0.00
O 1.514 -1.583 -3.091  0.00
C 1.155 -0.453 -2.424  -0.03
O -0.070 0.003 -2.467  0.04
H 1.112 -2.871 -4.589  0.00
H 0.993 -1.153 -5.062  0.00
H -0.290 -1.898 -4.071  0.00
C 3.219 -5.206 0.750  0.00
N 2.657 -3.834 0.836  0.00
C 1.531 -3.798 1.820  0.00
C 2.299 -3.257 -0.538  0.01
C 0.874 -3.502 -0.931  0.02
C 0.541 -4.772 -1.399  0.00
C -0.756 -5.078 -1.773  0.03
C -1.723 -4.088 -1.697  0.00
C -1.388 -2.814 -1.267  0.03
C -0.086 -2.479 -0.870  -0.03
H 3.533 -5.519 1.742  0.00
H 4.068 -5.209 0.070  0.00
H 2.442 -5.874 0.386  0.00
H 3.387 -3.228 1.213  0.00
H 0.771 -4.504 1.501  0.00
H 1.101 -2.804 1.850  0.00
H 1.929 -4.074 2.795  0.00
H 2.995 -3.716 -1.239  0.00
H 2.518 -2.194 -0.492  0.00
H 1.314 -5.527 -1.502  0.00
H -1.003 -6.068 -2.131  0.00
H -2.745 -4.303 -1.982  0.00
H -2.163 -2.062 -1.232  0.00
F 2.720 -0.642 3.535  0.00
C 3.496 -0.523 2.464  0.00
F 4.431 0.381 2.709  0.00
F 4.129 -1.726 2.293  0.00
C 2.709 -0.216 1.164  0.02
O 3.285 0.391 0.280  0.02
O 1.533 -0.719 1.160  0.07
C 2.782 5.214 -5.335  0.00
C 2.050 3.920 -5.228  0.00
C 0.990 3.543 -6.004  0.00
C 0.398 2.292 -5.765  0.00
N 0.848 1.463 -4.826  0.00
C 1.866 1.836 -4.072  0.00
S 2.533 0.884 -2.806  0.00
N 2.451 3.055 -4.267  0.00
C -0.775 1.819 -6.553  0.00
H 2.468 5.755 -6.223  0.00
H 3.858 5.048 -5.385  0.00
H 2.573 5.833 -4.461  0.00
H 0.624 4.197 -6.781  0.00
H 3.221 3.308 -3.659  0.00
H -1.027 2.497 -7.364  0.00
H -1.630 1.721 -5.882  0.00
H -0.569 0.825 -6.949  0.00
N 0.824 1.860 -0.349  0.01
C 0.446 2.741 0.724  0.00
C -0.703 3.511 0.616  0.00
C -1.045 4.384 1.636  0.00
C -0.248 4.485 2.767  0.00
C 0.892 3.704 2.875  0.00
C 1.243 2.832 1.854  0.00
H 0.431 2.184 -1.227  0.00
H 1.836 1.843 -0.449  0.00
H -1.332 3.421 -0.261  0.00
H -1.940 4.985 1.546  0.00
H -0.518 5.163 3.565  0.00
H 1.515 3.770 3.757  0.00
H 2.154 2.252 1.929  0.00

A structure of composition C4H9NO2. Source: the OMol25 dataset; level of theory: ωB97M-V/def2-TZVPD.

HOMO-LUMO gap ... 9.48 eV
Multiplicity ... 1
HOMO energy ... -8.609 eV

Last column: Löwdin charge in e.
Positions of all 16 atoms, in Å:
C -0.846 -1.088 -1.406  -0.11
N -1.057 0.363 -1.466  -0.06
C -1.081 1.296 -0.522  -0.24
O -0.747 1.177 0.771  -0.07
C -0.019 0.075 1.352  -0.16
C 1.475 0.281 1.159  -0.24
O 1.881 0.144 -0.186  -0.07
H -1.053 -1.508 -2.393  0.08
H 0.196 -1.292 -1.156  0.07
H -1.493 -1.588 -0.677  0.08
H -1.956 1.239 -1.442  0.16
H -0.267 0.105 2.418  0.13
H -0.341 -0.885 0.947  0.10
H 1.752 1.265 1.561  0.13
H 2.027 -0.476 1.726  0.13
H 1.528 0.893 -0.687  0.09

A structure of composition C11H15NPTl. Source: the OMol25 dataset; level of theory: ωB97M-V/def2-TZVPD.

HOMO-LUMO gap ... 5.82 eV
Multiplicity ... 1
HOMO energy ... -6.124 eV

Last column: Löwdin charge in e.
Positions of all 29 atoms, in Å:
C -0.553 0.551 -4.478  -0.28
C -1.357 1.528 -3.825  -0.22
C -0.481 2.424 -3.148  -0.21
C 0.862 2.010 -3.388  -0.22
C 0.823 0.846 -4.207  -0.27
Tl -0.117 -0.873 -1.560  0.73
P -0.262 -3.868 -1.269  0.55
H -0.914 -0.261 -5.105  0.06
H -2.449 1.571 -3.835  0.07
H -0.784 3.300 -2.580  0.07
H 1.681 0.293 -4.585  0.06
H 1.765 2.506 -3.026  0.07
H 0.852 -4.635 -1.758  -0.13
H -1.325 -4.598 -1.906  -0.13
H -0.355 -4.456 0.042  -0.14
C 0.420 0.189 5.173  -0.05
C 0.251 0.209 3.685  -0.27
C 1.311 0.588 2.862  -0.02
C 1.106 0.678 1.480  -0.13
N -0.078 0.351 0.921  -0.09
C -1.112 -0.005 1.711  -0.15
C -0.968 -0.134 3.095  -0.02
H 1.228 -0.482 5.492  0.09
H 0.669 1.195 5.535  0.09
H -0.509 -0.134 5.649  0.08
H 2.284 0.834 3.288  0.12
H 1.900 1.027 0.809  0.12
H -2.078 -0.191 1.221  0.11
H -1.810 -0.464 3.706  0.11

A cluster of 2 separate species, C3H10NS2 in total. Source: the OMol25 dataset; level of theory: ωB97M-V/def2-TZVPD.

HOMO-LUMO gap ... 9.99 eV
Total charge ... +1
Multiplicity ... 1
HOMO energy ... -13.457 eV

Last column: Löwdin charge in e.
Positions of all 16 atoms, in Å:
S 1.104 -0.611 -1.918  0.32
S -0.352 -2.047 -1.465  0.33
H 0.482 -0.080 -2.994  -0.15
H -1.158 -1.273 -0.720  -0.22
C -1.004 0.825 3.573  -0.06
C -0.912 1.270 2.151  -0.12
C 0.230 1.351 1.487  -0.09
N 0.235 1.761 0.062  0.15
H -0.101 0.354 3.942  0.09
H -1.232 1.678 4.217  0.10
H -1.870 0.168 3.660  0.09
H -1.806 1.591 1.629  0.12
H 1.209 1.092 1.856  0.13
H -0.683 2.113 -0.215  0.16
H 0.915 2.511 -0.042  0.16
H 0.493 0.988 -0.618  0.00

A cluster of 2 separate species, CH5NO3 in total. Source: the OMol25 dataset; level of theory: ωB97M-V/def2-TZVPD.

SMILES string ... NC(=O)O.O
HOMO-LUMO gap ... 11.22 eV
Multiplicity ... 1
HOMO energy ... -10.704 eV

Last column: Löwdin charge in e.
Positions of all 10 atoms, in Å:
N -1.587 -2.384 0.791  0.13
C -2.408 -1.303 1.115  -0.64
O -2.547 -0.331 0.430  0.11
O -3.286 -1.513 2.142  0.08
H -2.067 -3.276 0.870  0.10
H -1.437 -2.359 -0.212  0.10
H -2.811 -1.808 2.934  0.12
O 5.287 4.545 -3.001  -0.07
H 5.058 4.705 -2.076  0.03
H 5.798 3.724 -2.994  0.03

A structure of composition C15H13N3O6PtS4. Source: the OMol25 dataset; level of theory: ωB97M-V/def2-TZVPD.

HOMO-LUMO gap (spin up / spin down) ... 7.46 / 5.40 eV
Multiplicity ... 5
HOMO energy (spin up / spin down) ... -7.453 / -8.865 eV

Last column: Löwdin spin population.
Positions of all 42 atoms, in Å:
Pt -0.376 -0.215 -0.370  1.38
O -0.694 0.044 3.980  0.29
C -0.410 -0.330 2.869  0.10
O -1.023 -0.631 1.832  0.17
C 1.270 -0.533 2.753  0.16
C 1.617 -1.677 1.794  0.02
C 3.079 -2.058 2.055  0.02
C 3.827 -0.826 1.477  0.01
C 2.664 0.018 0.943  0.02
O 1.724 -1.002 0.519  0.07
C 1.928 0.654 2.125  0.07
C 0.849 1.783 1.620  0.06
O 0.511 2.524 2.514  0.12
O 0.571 1.727 0.390  0.10
H 1.549 -0.716 3.784  0.01
H 0.898 -2.485 1.725  0.00
H 3.280 -2.244 3.110  0.00
H 3.315 -2.962 1.495  0.00
H 4.400 -0.280 2.226  0.00
H 4.501 -1.108 0.671  0.00
H 2.875 0.682 0.115  0.00
H 2.558 1.208 2.814  0.01
O 0.485 -4.139 -5.877  0.04
C 0.292 -3.436 -4.930  0.02
S 0.783 -1.730 -4.862  0.03
C 0.209 -1.408 -3.250  0.18
C -0.397 -2.486 -2.572  0.18
S -1.048 -2.422 -1.027  0.38
S -0.480 -3.999 -3.430  0.03
S 0.408 0.141 -2.640  0.41
N -3.114 4.309 -1.787  0.00
C -3.217 3.044 -1.285  0.00
C -2.075 2.253 -1.087  0.01
N -2.187 1.043 -0.573  0.10
C -3.404 0.582 -0.248  0.01
C -4.506 1.374 -0.464  0.00
N -4.431 2.600 -0.985  0.00
H -2.239 4.671 -2.113  0.00
H -3.958 4.813 -1.987  0.00
H -1.077 2.614 -1.300  0.00
H -3.463 -0.405 0.187  0.00
H -5.494 1.008 -0.210  0.00

A cluster of 3 separate species, C3H14N2O2 in total. Source: the OMol25 dataset; level of theory: ωB97M-V/def2-TZVPD.

SMILES string ... C[C@H](N)CN.O.O
HOMO-LUMO gap ... 9.92 eV
Multiplicity ... 1
HOMO energy ... -9.325 eV

Last column: Löwdin charge in e.
Positions of all 21 atoms, in Å:
C 1.774 -0.659 0.150  -0.09
C 0.348 -0.136 0.261  -0.46
N 0.053 0.102 1.673  0.04
C -0.546 -1.227 -0.312  -0.25
N -1.974 -0.846 -0.218  -0.01
H 2.102 -0.700 -0.903  0.08
H 2.535 0.000 0.577  0.07
H 1.837 -1.666 0.569  0.08
H 0.194 0.780 -0.327  0.14
H 0.738 -0.307 2.288  0.07
H 0.094 1.068 1.965  0.06
H -0.460 -2.146 0.269  0.11
H -0.267 -1.407 -1.359  0.11
H -2.079 -0.030 0.353  0.06
H -2.575 -1.589 0.081  0.07
O 2.509 2.854 1.768  -0.07
H 2.945 3.711 1.671  0.04
H 2.405 2.535 0.860  0.03
O -2.310 -0.629 -3.178  -0.09
H -2.171 -0.595 -2.218  -0.03
H -3.007 -0.051 -3.477  0.02

| no. | energy (hartree) |
| --- | --- |
| 1 | -759.9435 |
| 2 | -7877.1766 |
| 3 | -362.8839 |
| 4 | -996.6353 |
| 5 | -971.1578 |
| 6 | -321.5886 |
| 7 | -2907.1280 |
| 8 | -382.6763 |